*A*
The following is a quantum chemistry calculation of C18H31Cl8Mg2O10 as an isolated structure, from the OMol25 dataset.

* net charge: -1

```
69
C18H31Cl8Mg2O10 the ωB97M-V functional and the def2-TZVPD basis
Mg 0.189 1.220 -1.977
Mg 3.358 -0.131 -0.441
C 0.007 -0.059 2.189
C 0.672 -0.123 0.836
O 0.138 0.424 -0.154
O 1.824 -0.651 0.690
H 0.752 0.275 2.908
H -0.388 -1.047 2.418
H -0.803 0.644 2.003
C 0.934 4.353 -3.456
C 1.548 3.933 -2.128
O 1.156 2.916 -1.427
O 2.378 4.620 -1.484
H -0.104 4.662 -3.348
H 1.037 3.572 -4.206
H 1.560 5.209 -3.711
C -2.490 0.908 -4.725
C -1.406 0.982 -3.661
O -0.260 1.445 -3.928
O -1.594 0.541 -2.518
H -2.274 1.218 -5.744
H -3.338 1.462 -4.318
H -2.860 -0.117 -4.783
C 5.293 2.279 1.889
C 4.487 1.392 0.994
O 4.685 0.161 0.959
O 3.661 1.854 0.181
H 5.253 1.824 2.879
H 4.818 3.256 1.948
H 6.316 2.327 1.520
C 2.826 -0.544 -4.357
C 2.981 -0.188 -2.892
O 4.051 -0.351 -2.258
O 2.036 0.208 -2.211
H 2.856 -1.638 -4.364
H 3.632 -0.164 -4.978
H 1.815 -0.392 -4.730
Cl -2.773 -3.569 -2.536
C -2.179 -3.910 -0.821
C -1.123 -2.917 -0.385
Cl 0.343 -3.136 -1.461
H -1.841 -4.944 -0.780
H -3.050 -3.840 -0.172
H -0.861 -3.115 0.649
H -1.490 -1.934 -0.671
Cl 4.131 -3.138 2.259
C 2.697 -3.958 2.981
C 1.413 -3.149 2.904
Cl 0.211 -3.971 3.909
H 2.806 -3.982 4.065
H 2.604 -4.889 2.430
H 1.087 -3.182 1.864
H 1.487 -2.126 3.258
Cl -2.525 6.445 1.984
C -3.292 4.898 2.096
C -3.322 4.281 0.671
Cl -2.298 2.820 0.608
H -4.279 5.011 2.537
H -2.634 4.252 2.673
H -2.911 4.969 -0.060
H -4.386 4.106 0.515
Cl -2.689 -2.313 2.326
C -3.626 -3.723 2.882
C -4.557 -3.177 3.991
Cl -5.365 -4.488 4.917
H -2.899 -4.335 3.412
H -4.140 -4.180 2.042
H -5.356 -2.517 3.660
H -3.930 -2.570 4.642
```

***

*B*
The following is a quantum chemistry calculation of C18H31Cl8Mg2O10 as an isolated structure, from the OMol25 dataset.

* net charge: -1

```
69
C18H31Cl8Mg2O10 the ωB97M-V functional and the def2-TZVPD basis
Mg 18.297 -6.598 -7.305
Mg 15.074 -9.856 -11.354
C 20.011 -12.930 -8.166
C 19.239 -11.665 -8.639
O 19.590 -10.541 -8.249
O 18.197 -11.874 -9.349
H 19.351 -13.788 -8.030
H 20.455 -12.698 -7.199
H 20.951 -13.218 -8.636
C 22.720 -3.772 -9.439
C 21.399 -3.670 -10.248
O 20.354 -4.278 -9.871
O 21.281 -2.869 -11.229
H 22.707 -4.633 -8.771
H 22.863 -2.824 -8.921
H 23.524 -3.927 -10.159
C 18.513 -3.886 -2.183
C 18.556 -4.503 -3.547
O 17.685 -4.314 -4.358
O 19.395 -5.318 -3.933
H 17.504 -3.922 -1.771
H 18.841 -2.868 -2.391
H 19.228 -4.316 -1.481
C 13.129 0.395 -10.265
C 14.223 -0.516 -10.798
O 14.902 -0.167 -11.738
O 14.494 -1.632 -10.439
H 12.106 0.037 -10.383
H 13.179 1.373 -10.745
H 13.342 0.466 -9.198
C 12.917 -6.420 -7.102
C 13.356 -7.159 -8.278
O 12.728 -8.049 -8.902
O 14.598 -7.170 -8.499
H 13.256 -5.447 -7.459
H 13.366 -6.751 -6.165
H 11.839 -6.564 -7.044
Cl 11.631 0.255 -3.296
C 12.516 -1.237 -2.929
C 12.520 -1.525 -1.411
Cl 10.865 -1.898 -0.888
H 13.549 -1.256 -3.275
H 12.217 -2.130 -3.478
H 12.879 -0.714 -0.778
H 13.021 -2.431 -1.072
Cl 7.954 -4.414 -10.547
C 8.349 -5.537 -11.881
C 9.224 -4.826 -13.006
Cl 9.730 -5.925 -14.345
H 7.357 -5.694 -12.303
H 8.846 -6.383 -11.407
H 10.090 -4.293 -12.613
H 8.621 -4.064 -13.500
Cl 4.873 -9.606 -3.365
C 4.758 -10.150 -5.032
C 6.109 -9.798 -5.729
Cl 6.064 -10.628 -7.258
H 3.906 -9.690 -5.533
H 4.528 -11.214 -4.962
H 6.962 -10.128 -5.135
H 6.191 -8.750 -6.017
Cl 10.658 -14.395 -9.496
C 9.999 -14.690 -11.061
C 10.254 -13.672 -12.101
Cl 12.006 -13.315 -12.302
H 8.953 -14.913 -10.851
H 10.460 -15.614 -11.410
H 9.774 -12.747 -11.781
H 9.829 -13.891 -13.080
```

***

Name the most stable of them. *A*.

***

*A*
The following is a quantum chemistry calculation of C2H5N3O2 as an isolated structure, from the OMol25 dataset.

```
12
C2H5N3O2 the ωB97M-V functional and the def2-TZVPD basis
C -0.354 0.172 -1.163
C 0.480 -0.211 1.211
H -0.451 -0.915 -1.350
H 0.300 0.815 -1.859
H -1.049 0.997 -1.589
H 1.442 -2.374 1.223
H 1.698 -0.818 -0.216
N -0.296 0.627 0.191
N -1.128 1.456 0.747
N 1.166 -1.264 0.524
O -2.019 1.878 -0.079
O 0.210 -0.364 2.361
```

***

*B*
The following is a quantum chemistry calculation of C2H5N3O2 as an isolated structure, from the OMol25 dataset.

```
12
C2H5N3O2 the ωB97M-V functional and the def2-TZVPD basis
C 0.440 0.168 -0.932
C -0.627 -0.658 1.065
H 1.305 2.169 -0.426
H 2.031 0.323 0.171
H -1.660 -0.854 -1.279
H -1.506 -1.337 1.458
H 0.335 0.848 1.204
N 1.255 0.863 -0.098
N -0.153 -0.973 -0.267
N -0.084 0.202 1.913
O -0.096 0.764 -1.960
O -1.240 -1.515 -0.849
```

***

*C*
The following is a quantum chemistry calculation of C2H5N3O2 as an isolated structure, from the OMol25 dataset.

```
12
C2H5N3O2 the ωB97M-V functional and the def2-TZVPD basis
C -0.130 -0.525 -0.131
C 0.734 0.651 -0.800
N -2.240 0.135 0.763
N 1.311 -0.682 0.436
O -0.833 0.038 0.991
N 1.261 1.629 -1.241
O -0.636 -1.407 -0.825
H -2.368 0.890 0.085
H -2.496 -0.731 0.285
H 1.429 -0.443 1.413
H 1.770 -1.519 0.099
H 2.200 1.965 -1.076
```

***

*D*
The following is a quantum chemistry calculation of a 2-piece molecular cluster, C2H5N3O2 overall, from the OMol25 dataset.

```
12
C2H5N3O2 the ωB97M-V functional and the def2-TZVPD basis
C 1.184 -0.693 -1.000
C 0.324 0.112 -1.878
N -0.444 0.485 1.883
N 0.732 0.615 -0.582
N -1.090 0.241 0.937
O -2.067 0.082 0.308
O -1.220 0.558 3.191
H 0.879 -1.533 -0.388
H 2.172 -0.727 -1.312
H 0.884 0.524 -2.772
H -0.738 0.172 -2.194
H -0.615 0.164 3.808
```

***

Name the most stable of them. *C*.

***

*A*
The following is a quantum chemistry calculation of an isolated ion of composition C6H10N and charge +1, from the OMol25 dataset.

* net charge: +1
* SMILES string: CC#C[N+]1(C)CC1

```
17
C6H10N the ωB97M-V functional and the def2-TZVPD basis
C 1.487 0.419 -0.883
C 0.552 -0.288 -0.284
C -1.487 1.023 0.525
C -1.950 -0.086 -0.342
C 2.821 0.490 -1.535
C -0.735 -1.202 1.489
N -0.635 -0.233 0.369
H -0.898 1.845 0.217
H -1.949 1.080 1.449
H -2.786 -0.592 0.236
H -1.862 0.092 -1.376
H 3.154 1.577 -1.524
H 3.717 -0.068 -1.013
H 2.529 0.126 -2.588
H -1.011 -2.196 1.188
H 0.396 -1.282 1.890
H -1.342 -0.706 2.181
```

***

*B*
The following is a quantum chemistry calculation of an isolated ion of composition C6H10N and charge +1, from the OMol25 dataset.

* net charge: +1
* SMILES string: CC[C@@H](C)C1=[N+]=C1

```
17
C6H10N the ωB97M-V functional and the def2-TZVPD basis
C 1.769 0.613 -1.543
C 0.517 0.217 -1.114
C 1.010 0.740 1.393
C -1.914 -0.703 -0.779
C -0.339 0.042 1.281
C -0.559 -0.504 -0.132
N 0.998 -0.002 -2.404
H 2.806 0.916 -1.358
H 1.028 1.499 0.645
H 0.958 1.138 2.412
H 1.733 0.003 1.115
H -1.660 -0.822 -1.853
H -2.261 -1.612 -0.257
H -2.563 0.095 -0.400
H -1.047 0.703 1.491
H -0.404 -0.853 1.842
H -0.073 -1.470 -0.343
```

***

*C*
The following is a quantum chemistry calculation of C6H10N as an isolated structure, from the OMol25 dataset.

* net charge: +1

```
17
C6H10N the ωB97M-V functional and the def2-TZVPD basis
C -0.644 -1.673 -0.125
C 0.226 -1.310 0.824
C -0.279 -0.516 -0.971
C 0.747 -0.114 0.056
C 2.182 0.243 0.094
C -1.744 1.060 0.407
N -0.433 0.748 -0.292
H -1.490 -2.326 -0.215
H 0.293 -1.341 1.915
H -0.037 -0.739 -2.411
H 2.438 0.681 -0.812
H 2.675 -0.706 0.076
H 2.261 1.131 0.723
H -2.086 0.042 0.499
H -1.582 1.586 1.268
H -2.261 1.634 -0.248
H -0.266 1.600 -0.788
```

***

*D*
The following is a quantum chemistry calculation of a 2-piece molecular cluster, C6H10N overall, from the OMol25 dataset.

* net charge: +1

```
17
C6H10N the ωB97M-V functional and the def2-TZVPD basis
C 3.166 -1.102 0.678
C 2.106 -0.430 0.386
C -1.113 -0.622 -0.612
C -2.143 -0.664 0.378
C -3.187 0.260 0.266
C 1.029 1.558 -0.437
N 1.196 0.158 -0.200
H 3.567 -1.369 1.716
H -0.511 -1.559 -0.923
H -0.919 0.172 -1.449
H -2.268 -1.652 0.951
H -3.515 1.083 -0.358
H 3.809 -1.600 -0.118
H -3.976 0.144 1.123
H 0.384 1.635 -1.290
H 0.441 1.809 0.479
H 1.935 2.178 -0.590
```

***

Name the most stable of them. *B*.